Below is a structure of composition C14H22O3PPb, with properties calculated with wB97M-V/def2-TZVPD.

Its total charge is -1. The value obtained for the orbital gap is 4.85 eV. As for the multiplicity: 1.

The geometry in XYZ format:
```
41
Properties=species:S:1:pos:R:3:mulliken_charge:R:1
Pb -1.981 -1.387 -1.245 0.77
P 1.015 -1.603 -1.353 0.32
O -2.063 0.799 -1.146 -0.75
O -4.019 -1.478 -1.239 -1.15
O -1.916 -1.319 0.949 -0.77
C 1.708 -0.116 -2.238 -0.72
C 0.752 -0.533 1.277 -0.80
C -2.019 1.082 1.284 0.38
C -1.871 -0.601 3.181 -1.73
C 3.690 -2.623 -1.849 -1.12
C 0.856 1.153 -2.259 -1.16
C -2.157 2.939 -0.297 -0.62
C -1.925 -0.301 1.706 1.51
C 1.681 -1.339 0.369 -0.90
C -2.127 3.404 2.055 -0.88
C 2.189 -2.903 -1.982 -0.65
C -2.182 3.847 0.726 -0.34
C -2.078 1.535 -0.102 0.95
C -2.048 2.059 2.310 -1.01
H -0.271 -1.024 1.338 0.02
H 0.632 0.487 0.908 0.23
H -2.245 4.905 0.497 0.36
H -2.202 3.296 -1.318 0.40
H 1.834 -2.325 0.820 0.44
H 1.168 -0.469 2.288 0.37
H 3.986 -2.496 -0.807 0.25
H 0.720 1.574 -1.262 0.20
H -2.146 4.114 2.873 0.36
H -2.005 1.759 3.345 0.28
H -1.799 -1.679 3.312 0.33
H -0.992 -0.150 3.644 0.39
H 3.985 -1.729 -2.399 0.25
H -2.782 -0.266 3.679 0.51
H 1.351 1.913 -2.871 0.44
H 1.952 -3.073 -3.036 0.40
H 1.867 -0.419 -3.279 0.40
H 2.662 -0.849 0.322 0.52
H 2.688 0.131 -1.813 0.42
H 1.954 -3.833 -1.457 0.40
H -0.130 0.977 -2.680 0.26
H 4.269 -3.459 -2.252 0.41
```